No. 1
Below is C14H12F6IrN2O12S2 as an isolated structure, with properties calculated with the ωB97M-V functional and the def2-TZVPD basis.

Structure (ORCA input):
```
! RIJCOSX wB97M-V def2-TZVPD def2/J DEFGRID3
* xyz 0 2
Ir -0.65 -0.90 0.57
O 5.12 1.39 1.46
C 3.91 0.81 1.37
C 3.73 -0.44 0.77
C 2.44 -0.93 0.71
N 1.44 -0.25 1.21
C 1.59 0.91 1.81
C 2.83 1.50 1.92
C 0.26 1.39 2.33
O 0.11 2.43 2.93
O -0.68 0.50 2.12
C 1.97 -2.25 0.19
O 2.70 -3.12 -0.20
O 0.65 -2.38 0.31
H 5.79 0.85 1.03
H 4.54 -1.02 0.36
H 2.96 2.45 2.41
F -0.13 3.58 -0.65
C 0.41 2.99 -1.72
F 0.23 3.76 -2.78
F 1.71 2.83 -1.50
S -0.42 1.36 -1.98
O -0.04 0.72 -0.70
O -1.80 1.66 -2.15
N 0.25 0.80 -3.24
S 1.11 -0.52 -3.41
O 1.06 -1.40 -2.27
O 0.92 -1.04 -4.72
C 2.83 0.14 -3.41
F 2.98 1.10 -4.32
F 3.13 0.65 -2.21
F 3.68 -0.85 -3.67
C -2.77 -4.17 0.44
C -2.02 -2.91 0.48
O -1.57 -2.41 1.56
O -1.73 -2.24 -0.56
H -2.99 -4.52 1.45
H -2.17 -4.91 -0.09
H -3.69 -4.03 -0.13
C -4.33 1.54 0.50
C -3.33 0.61 1.09
C -3.44 0.26 2.53
O -2.46 0.17 0.33
H -5.31 1.06 0.51
H -4.04 1.82 -0.51
H -4.40 2.42 1.14
H -4.49 0.22 2.82
H -2.95 1.05 3.10
H -2.93 -0.67 2.77
*
```

Output
Orbital gap (spin up / spin down)   8.19 / 8.23 eV

Here are the natural (NBO) charges for atoms 1 to 2, given in e: Ir 1.715; O -0.635

=====

No. 2
Below is C12H27BeCl2CsFLi2O6PS as an isolated structure at a distorted geometry, with properties calculated with the ωB97M-V functional and the def2-TZVPD basis.

Structure (ORCA input):
```
! RIJCOSX wB97M-V def2-TZVPD def2/J DEFGRID3
* xyz 0 1
C -3.77 -2.87 1.06
C -3.24 -3.27 -0.43
S -1.60 -2.54 -0.94
C -0.54 -2.02 0.51
P 1.36 -2.19 0.21
C 2.00 -3.10 1.77
Cl 1.93 -4.94 1.36
C 3.51 -2.68 2.24
C 3.52 -1.52 3.43
H -4.69 -2.12 1.04
H -4.12 -3.89 1.58
H -2.98 -2.40 1.78
H -4.05 -2.84 -1.20
H -3.30 -4.44 -0.54
H -0.82 -2.65 1.45
H -0.80 -0.88 0.76
H 1.97 -0.87 0.09
H 1.28 -2.83 2.68
H 4.23 -2.36 1.37
H 3.99 -3.65 2.73
H 3.22 -0.46 3.01
H 2.87 -1.83 4.36
H 4.64 -1.42 3.82
Li -4.12 -5.87 0.63
Cl 5.56 -0.37 2.71
C -0.28 0.96 -2.16
C -1.21 1.70 -1.24
O -1.51 1.25 -0.14
C -1.77 3.02 -1.73
H 0.04 0.03 -1.68
H -0.79 0.72 -3.09
H 0.60 1.57 -2.36
H -2.35 2.86 -2.64
H -0.95 3.72 -1.91
H -2.43 3.44 -0.96
Li 4.92 0.61 0.65
F -2.68 1.49 -4.03
Cs 2.62 -4.70 -1.06
O -3.87 4.86 -0.71
H -4.17 4.89 0.18
Be -4.23 3.01 -0.84
C 5.23 -7.51 2.74
O 5.03 -8.20 3.72
O 4.62 -7.60 1.67
O 6.07 -6.61 2.66
C -1.51 7.84 -2.81
C -0.85 6.79 -1.94
O -0.29 5.77 -2.75
H -2.29 7.39 -3.43
H -1.95 8.63 -2.20
H -0.78 8.29 -3.49
H -1.59 6.33 -1.28
H -0.06 7.23 -1.32
H 0.37 6.19 -3.33
*
```

Output
Orbital gap   1.13 eV

Here are the Mulliken charges for atoms 1 to 2, given in e: C -0.525; C -0.128

=====

No. 3
Below is a 7-piece molecular cluster, C24H30BF22O12 overall at a distorted geometry, with properties calculated with the ωB97M-V functional and the def2-TZVPD basis.

Structure (ORCA input):
```
! RIJCOSX wB97M-V def2-TZVPD def2/J DEFGRID3
* xyz -1 1
B 0.25 0.43 0.26
F 0.67 1.69 0.78
F -0.38 -0.25 1.33
F -0.64 0.67 -0.77
F 1.40 -0.26 -0.17
C -0.88 4.04 -2.48
C -1.25 3.99 -1.02
O -2.67 3.72 -0.78
C -3.33 4.50 0.03
O -2.90 5.39 0.70
C -4.80 4.12 0.11
F -5.29 3.42 -0.93
F -4.96 3.38 1.21
F -5.56 5.23 0.17
H -1.18 4.93 -3.04
H -1.14 3.20 -3.12
H 0.22 3.99 -2.42
H -0.93 4.92 -0.54
H -0.80 3.12 -0.56
C -3.41 -0.91 -0.99
C -3.68 -0.38 0.40
O -3.97 -1.51 1.25
C -4.78 -1.35 2.28
O -5.16 -0.28 2.67
C -5.22 -2.65 2.95
F -6.52 -2.89 2.71
F -4.52 -3.69 2.48
F -5.06 -2.55 4.27
H -4.31 -1.35 -1.42
H -2.53 -1.54 -0.84
H -3.06 -0.07 -1.58
H -4.51 0.33 0.41
H -2.85 0.18 0.85
C -0.63 -4.58 2.04
C -1.26 -3.21 2.27
O -1.56 -3.05 3.66
C -0.73 -2.44 4.49
O 0.28 -1.87 4.23
C -1.34 -2.45 5.91
F -0.39 -2.61 6.84
F -1.91 -1.27 6.17
F -2.25 -3.40 6.07
H -1.46 -5.29 1.89
H -0.10 -4.99 2.90
H 0.02 -4.65 1.17
H -2.17 -3.16 1.69
H -0.54 -2.45 1.98
C -1.18 -0.64 -3.66
C 0.35 -0.72 -3.66
O 0.80 0.10 -4.75
C 2.05 0.12 -5.11
O 2.96 -0.46 -4.58
C 2.26 0.96 -6.39
F 2.17 2.24 -6.10
F 3.42 0.66 -6.94
F 1.36 0.64 -7.33
H -1.53 -1.04 -4.61
H -1.55 0.36 -3.45
H -1.53 -1.39 -2.95
H 0.65 -1.77 -3.72
H 0.78 -0.36 -2.72
C 1.73 6.24 0.33
C 2.27 4.90 0.83
O 2.75 4.25 -0.37
C 3.34 3.07 -0.15
O 3.30 2.54 0.91
C 3.92 2.49 -1.43
F 3.29 1.34 -1.71
F 3.77 3.31 -2.49
F 5.23 2.25 -1.27
H 0.82 6.05 -0.23
H 2.47 6.89 -0.13
H 1.39 6.90 1.14
H 1.48 4.25 1.20
H 3.03 4.96 1.61
C 4.44 -5.29 2.57
C 3.51 -4.89 1.44
O 4.22 -4.17 0.42
C 3.80 -2.91 0.20
O 3.04 -2.33 0.91
C 4.59 -2.24 -0.94
F 5.17 -1.14 -0.44
F 5.55 -3.02 -1.42
F 3.77 -1.87 -1.91
H 4.98 -4.42 2.97
H 5.23 -6.01 2.35
H 3.88 -5.70 3.41
H 2.58 -4.41 1.70
H 3.23 -5.84 0.97
*
```

Output
Orbital gap   10.97 eV

Here are the Mulliken charges for atoms 1 to 2, given in e: B 0.059; F -0.301

=====

No. 4
Below is C5H10N2O as an isolated structure at a distorted geometry, with properties calculated with the ωB97M-V functional and the def2-TZVPD basis.

Structure (ORCA input):
```
! RIJCOSX wB97M-V def2-TZVPD def2/J DEFGRID3
* xyz 0 1
C 1.61 1.48 -1.09
C -2.18 -0.72 -0.81
C 0.84 0.35 1.55
C -0.92 -0.99 -0.02
C 0.18 0.09 0.23
O -1.20 -1.73 1.14
N 0.33 -1.16 -0.61
N 0.39 0.72 -0.95
H -0.46 -2.34 1.28
H 2.48 0.80 -1.07
H 1.74 2.20 -0.28
H 1.60 2.00 -2.05
H -2.96 -0.34 -0.15
H -1.97 0.01 -1.59
H -2.52 -1.65 -1.26
H 1.91 0.15 1.50
H 0.40 -0.28 2.32
H 0.70 1.40 1.83
*
```

Output
Orbital gap (spin up / spin down)   8.61 / 8.61 eV

Here are the natural (NBO) charges for atoms 1 to 2, given in e: C -0.470; C -0.648

=====

No. 5
Below is C27H44N3P3SeTc as an isolated structure at a distorted geometry, with properties calculated with the ωB97M-V functional and the def2-TZVPD basis.

Structure (ORCA input):
```
! RIJCOSX wB97M-V def2-TZVPD def2/J DEFGRID3
* xyz 4 4
Tc 0.21 -2.34 -1.02
P 0.35 -0.72 -2.75
P -1.35 -0.81 0.13
P -1.43 -3.63 -1.86
H 3.16 -3.92 -0.52
C 2.31 -4.18 -1.17
C 1.86 -2.97 -1.94
H 2.64 -2.19 -1.87
C 1.69 0.46 -2.35
C -1.00 0.40 -3.27
C 0.86 -1.30 -4.42
C -1.94 -1.34 1.78
C -0.56 0.78 0.58
C -2.97 -0.34 -0.58
C -0.76 -5.04 -2.79
C -2.62 -2.92 -3.05
C -2.53 -4.37 -0.61
H 2.69 -4.94 -1.88
H 1.82 -3.21 -3.01
H 2.43 0.00 -1.69
H 1.28 1.36 -1.87
H 2.19 0.75 -3.29
H -1.24 1.13 -2.49
H -1.90 -0.17 -3.53
H -0.67 0.94 -4.17
H 1.79 -1.87 -4.39
H 1.01 -0.41 -5.05
H 0.06 -1.92 -4.86
H -2.72 -0.64 2.13
H -1.11 -1.34 2.49
H -2.37 -2.35 1.73
H -1.30 1.41 1.09
H -0.21 1.31 -0.31
H 0.28 0.61 1.27
H -3.39 0.45 0.05
H -3.66 -1.19 -0.57
H -2.88 0.04 -1.60
H -1.58 -5.68 -3.13
H -0.08 -5.63 -2.15
H -0.19 -4.70 -3.66
H -3.23 -3.74 -3.46
H -2.11 -2.41 -3.87
H -3.29 -2.21 -2.55
H -2.97 -5.29 -1.02
H -3.32 -3.67 -0.33
H -1.97 -4.62 0.29
C 1.38 -1.89 2.98
C 1.55 -2.17 1.60
C 0.64 -3.05 1.01
C 0.02 -4.03 1.80
C 0.05 -3.90 3.19
C 0.67 -2.79 3.78
Se 2.12 -0.31 3.77
H 3.44 -0.91 3.89
H 2.32 -1.63 1.04
H 1.55 -4.68 -0.54
H -0.48 -4.89 1.35
H -0.44 -4.63 3.83
H 0.65 -2.63 4.86
N -1.85 10.43 3.28
C -1.25 9.47 3.02
C -0.52 8.27 2.72
C 0.47 7.81 3.60
C 1.16 6.63 3.33
C 0.88 5.92 2.15
C -0.09 6.38 1.25
C -0.79 7.56 1.54
N 1.55 4.71 1.89
C 1.49 3.96 0.72
C 2.28 2.84 0.94
N 2.80 2.88 2.22
C 2.36 4.01 2.77
H 0.69 8.37 4.51
H 1.93 6.27 4.02
H -0.31 5.82 0.33
H -1.56 7.91 0.86
H 0.95 4.26 -0.16
H 2.49 2.03 0.25
H 2.56 4.39 3.76
*
```

Output
Orbital gap (spin up / spin down)   6.27 / 4.50 eV

Here are the Mulliken charges for atoms 1 to 2, given in e: Tc -0.438; P 1.067

=====

No. 6
Below is C6H4INS as an isolated structure at a distorted geometry, with properties calculated with the ωB97M-V functional and the def2-TZVPD basis.

Structure (ORCA input):
```
! RIJCOSX wB97M-V def2-TZVPD def2/J DEFGRID3
* xyz 0 1
C 1.35 1.87 -0.63
C -1.14 0.05 0.70
C -2.11 -0.53 -0.06
C 0.05 -1.32 -0.78
C 0.15 -0.42 0.27
C 1.33 0.38 0.67
N 1.27 2.80 -1.28
S -1.50 -1.60 -1.28
I 3.19 -0.57 0.43
H -1.40 0.64 1.44
H -3.09 -0.27 0.20
H 0.78 -1.73 -1.39
H 1.13 0.70 1.72
*
```

Output
Orbital gap   9.03 eV

Here are the natural (NBO) charges for atoms 1 to 2, given in e: C 0.223; C -0.220

=====

No. 7
Below is a 12-piece molecular cluster, C27H83N19O12 overall at a distorted geometry, with properties calculated with the ωB97M-V functional and the def2-TZVPD basis.

Structure (ORCA input):
```
! RIJCOSX wB97M-V def2-TZVPD def2/J DEFGRID3
* xyz 0 1
C 4.65 -4.59 -1.01
C 3.36 -3.86 -1.40
C 2.54 -4.74 -2.37
O 3.00 -4.82 -3.72
C 2.65 -6.06 -4.38
N 2.65 -3.57 -0.11
H 5.17 -3.98 -0.27
H 5.42 -4.78 -1.81
H 4.43 -5.55 -0.55
H 3.54 -2.87 -1.91
H 1.49 -4.40 -2.44
H 2.58 -5.70 -1.88
H 1.63 -6.34 -4.33
H 3.33 -6.86 -4.11
H 2.72 -5.77 -5.42
H 3.11 -2.79 0.31
H 1.68 -3.28 -0.34
C -2.33 -1.30 -4.27
C -1.38 -2.28 -3.54
C -1.92 -3.71 -3.39
O -0.89 -4.57 -2.94
C -1.29 -5.92 -3.05
N -0.12 -2.28 -4.34
H -3.37 -1.25 -3.87
H -2.36 -1.70 -5.34
H -1.88 -0.28 -4.26
H -1.21 -1.89 -2.53
H -2.32 -4.07 -4.36
H -2.78 -3.64 -2.70
H -2.40 -6.01 -2.86
H -0.67 -6.48 -2.41
H -1.15 -6.34 -4.14
H 0.48 -3.06 -4.12
H -0.32 -2.41 -5.34
C 2.91 4.17 -2.09
C 2.94 2.92 -1.22
C 4.27 2.18 -1.33
O 4.02 0.81 -1.20
C 5.04 -0.14 -1.34
N 2.54 3.16 0.12
H 3.64 4.91 -1.67
H 1.89 4.56 -2.18
H 3.10 3.86 -3.10
H 2.19 2.28 -1.69
H 4.93 2.52 -0.51
H 4.78 2.31 -2.26
H 6.03 0.23 -1.07
H 5.08 -0.49 -2.39
H 4.83 -0.95 -0.71
H 2.75 2.32 0.64
H 3.06 3.91 0.54
C -1.65 1.20 6.51
C -1.92 1.72 5.06
C -1.28 3.02 4.79
O 0.09 2.81 4.47
C 0.89 4.00 4.64
N -1.67 0.68 4.17
H -0.62 1.49 6.86
H -1.72 0.15 6.65
H -2.33 1.70 7.25
H -3.02 1.99 5.03
H -1.42 3.69 5.65
H -1.76 3.55 3.95
H 1.81 3.97 4.00
H 1.19 4.12 5.69
H 0.27 4.85 4.42
H -1.59 0.86 3.22
H -2.16 -0.18 4.25
C -0.66 0.96 -1.36
C -0.07 0.16 -0.16
C -1.25 -0.31 0.76
O -1.91 0.86 1.25
C -3.32 0.88 1.20
N 0.80 -0.92 -0.55
H 0.12 1.15 -2.13
H -1.06 1.95 -1.14
H -1.44 0.40 -1.87
H 0.49 0.79 0.52
H -0.75 -0.91 1.56
H -1.92 -0.95 0.21
H -3.73 0.72 0.22
H -3.63 1.80 1.71
H -3.69 0.02 1.78
H 1.34 -1.16 0.27
H 1.37 -0.64 -1.36
C 1.63 0.96 -4.47
O 1.88 2.16 -4.30
N 0.53 0.51 -5.14
N 2.48 -0.04 -4.11
H 0.16 -0.42 -4.95
H -0.26 1.18 -5.12
H 2.18 -0.98 -4.40
H 3.06 0.13 -3.26
C -0.33 5.16 0.76
O -1.32 5.49 1.42
N 0.70 6.05 0.40
N -0.19 3.82 0.36
H 0.53 7.00 0.68
H 1.14 5.94 -0.45
H -0.80 3.21 0.92
H 0.78 3.47 0.19
C -5.00 3.73 -0.53
O -5.26 3.19 -1.62
N -5.96 3.95 0.49
N -3.75 4.09 -0.09
H -6.95 3.65 0.26
H -5.68 4.35 1.37
H -3.58 4.66 0.73
H -2.92 3.78 -0.56
C -2.92 -2.18 5.74
O -3.38 -1.82 4.66
N -1.78 -2.88 5.84
N -3.56 -1.67 6.86
H -1.23 -3.11 5.01
H -1.45 -3.29 6.68
H -3.50 -2.11 7.73
H -4.47 -1.26 6.66
C -0.62 -3.71 2.65
O -0.14 -3.62 3.77
N 0.10 -3.86 1.53
N -1.94 -3.34 2.43
H -0.38 -3.72 0.65
H 1.08 -4.04 1.51
H -2.46 -3.71 1.68
H -2.51 -2.99 3.19
C 2.05 -0.60 2.96
O 2.65 -0.66 1.90
N 2.16 -1.47 4.02
N 1.35 0.49 3.36
H 2.74 -2.26 3.87
H 1.31 -1.66 4.51
H 0.72 0.88 2.70
H 1.12 0.53 4.35
C -1.84 3.43 -3.80
O -2.18 2.28 -4.01
N -2.72 4.28 -3.09
N -0.70 4.00 -4.37
H -2.56 5.29 -3.08
H -3.59 3.84 -2.71
H -0.29 4.81 -3.93
H -0.01 3.27 -4.70
*
```

Output
Orbital gap   8.48 eV

Here are the Mulliken charges for atoms 1 to 2, given in e: C -1.567; C 1.061

=====

In the order shown, the computed total energy values come out to -83075.61739, -74395.89741, -110416.41896, -10370.86793, -128550.03327, -26709.46267, -82231.88830 eV.